No. 1
CH4BrN | ωB97M-V with the def2-TZVPD basis set

Element x y z (Å)
C1 1.21518 0.54404 0.18562
N1 -1.13458 -1.01925 0.23597
Br1 -2.43014 0.24444 -0.01060
H1 1.69423 0.34170 -0.65934
H2 0.69553 1.39104 0.07983
H3 1.04714 -0.16546 0.90184
H4 -1.08736 -1.33650 -0.73332

Results
* energy relative to the best compared isomer or geometry (same formula, charge and spin): 446.1 kJ/mol
* HOMO energy: -0.295 Ha
* E_tot: -2669.04347 hartree
* Kohn-Sham gap: 5.7948 eV

=====

No. 2
CH4BrN2 | ωB97M-V with the def2-TZVPD basis set

Element x y z (Å)
C1 0.61459 0.02137 -0.43147
N1 -0.69213 1.29652 0.09823
N2 0.22801 -1.13662 -0.13665
Br1 -1.67210 0.81860 1.52284
H1 1.32644 0.39947 -1.06449
H2 -0.12400 2.04501 0.08175
H3 0.87864 -1.86765 -0.51610
H4 -0.55944 -1.57669 0.44589

Results
* energy relative to the best compared isomer or geometry (same formula, charge and spin): 437.0 kJ/mol
* HOMO energy: -0.524 Ha
* E_tot: -2723.61668 hartree
* charge: +1
* Kohn-Sham gap: 8.7030 eV

=====

No. 3
CH4BrO | ωB97M-V with the def2-TZVPD basis set

Element x y z (Å)
Br1 21.50589 6.58230 3.12389
C1 22.30483 10.42147 3.07777
O1 21.02924 9.92172 3.31202
H1 22.18731 11.50109 2.98444
H2 22.94999 10.28708 3.94599
H3 22.78506 10.11699 2.14784
H4 21.13342 8.96967 3.24613

Results
* energy relative to the best compared isomer or geometry (same formula, charge and spin): 5.8 kJ/mol
* HOMO energy: -0.141 Ha
* E_tot: -2689.83031 hartree
* charge: -1
* Kohn-Sham gap: 8.0249 eV

=====

No. 4
CH4Cl2N2OS2 | ωB97M-V with the def2-TZVPD basis set

Element x y z (Å)
C1 2.39843 -0.45179 0.59882
N1 2.10156 0.78894 0.76134
N2 -2.43663 0.62368 -0.12907
O1 -0.89513 0.44436 -2.12718
S1 -0.55236 -1.54911 -0.09000
S2 -0.80478 0.49662 -0.73103
Cl1 -2.46605 0.84141 1.56822
Cl2 -3.26388 1.77060 -1.08942
H1 2.59265 -1.06598 -0.36519
H2 -0.68657 -1.84583 -1.46656
H3 2.29074 -1.13650 1.44249
H4 1.72201 1.08359 1.62758

Results
* energy relative to the best compared isomer or geometry (same formula, charge and spin): 271.0 kJ/mol
* HOMO energy: -0.345 Ha
* E_tot: -1941.84106 hartree
* Kohn-Sham gap: 9.0682 eV

=====

No. 5
CH4Cl2O2P | ωB97M-V with the def2-TZVPD basis set

Element x y z (Å)
C1 -0.56619 -0.75272 -0.34887
O1 -1.26579 -0.45295 -1.47183
O2 0.77225 -0.23915 -0.47532
P1 1.80970 0.24560 0.57405
Cl1 1.37491 -0.63309 2.26813
Cl2 0.29518 2.24931 1.15628
H1 -0.60005 -1.78307 -0.10848
H2 0.23149 2.86375 -0.01818
H3 -1.05211 -0.29629 0.57911
H4 -0.99938 -1.20139 -2.15489

Results
* energy relative to the best compared isomer or geometry (same formula, charge and spin): 161.5 kJ/mol
* HOMO energy: -0.582 Ha
* E_tot: -1452.44549 hartree
* charge: +1
* Kohn-Sham gap: 9.8498 eV

=====

No. 6
CH4Cl2O2SSi | ωB97M-V with the def2-TZVPD basis set

Element x y z (Å)
C1 1.61861 0.52067 -0.50435
O1 2.40126 -1.75105 0.03899
O2 -1.35747 1.40554 0.64027
Si1 -2.39702 0.31765 0.76408
S1 1.24006 -0.96215 0.42639
Cl1 -0.46035 -1.71065 -0.37771
Cl2 -3.72486 0.03208 -0.71403
H1 1.75129 0.28574 -1.63921
H2 0.87349 1.38614 -0.51910
H3 2.51855 0.91908 -0.11966
H4 -2.46355 -0.44305 2.00433

Results
* energy relative to the best compared isomer or geometry (same formula, charge and spin): 112.3 kJ/mol
* HOMO energy: -0.364 Ha
* E_tot: -1799.05856 hartree
* Kohn-Sham gap: 9.9760 eV